# C31H34FeNO

C31H34FeNO as an isolated structure (the ωB97M-V functional and the def2-TZVPD basis, OMol25).

XYZ file:
```
68
Properties=species:S:1:pos:R:3:nbo_charge:R:1
C -1.753 -3.193 -5.801 -0.263
O -0.564 -2.434 -5.491 -0.502
C -0.110 -2.379 -4.215 0.283
C 0.784 -1.320 -3.923 -0.289
C 1.037 -0.997 -2.618 -0.235
C 0.377 -1.656 -1.552 -0.056
C 0.533 -1.075 -0.223 -0.239
C -0.181 -1.615 0.883 0.204
N 0.426 -1.711 2.091 -0.372
C 1.868 -1.692 2.249 -0.381
C 2.101 -1.951 3.749 -0.450
C 0.768 -1.660 4.443 -0.414
C -0.307 -1.694 3.338 -0.211
C -1.615 -1.980 0.738 -0.156
C -2.392 -1.255 -0.172 -0.209
C -3.779 -1.456 -0.263 -0.224
C -4.385 -2.423 0.551 -0.284
C -3.614 -3.202 1.400 -0.235
C -2.226 -3.035 1.463 -0.199
C -0.309 -2.863 -1.857 -0.188
C -0.563 -3.231 -3.170 -0.334
H -1.895 -2.989 -6.861 0.192
H -1.596 -4.267 -5.627 0.174
H -2.630 -2.851 -5.230 0.183
H 1.191 -0.699 -4.717 0.216
H 1.738 -0.208 -2.349 0.159
H 1.545 -0.692 -0.043 0.198
H 2.355 -2.452 1.618 0.203
H 2.278 -0.712 1.960 0.185
H 2.376 -3.001 3.891 0.199
H 2.911 -1.332 4.137 0.215
H 0.533 -2.395 5.219 0.202
H 0.776 -0.669 4.915 0.203
H -0.996 -0.830 3.409 0.202
H -0.932 -2.589 3.471 0.189
H -1.897 -0.524 -0.803 0.226
H -4.337 -0.854 -0.960 0.201
H -5.466 -2.581 0.472 0.196
H -4.078 -3.950 2.042 0.198
H -1.618 -3.706 2.068 0.191
H -0.652 -3.515 -1.051 0.219
H -1.170 -4.111 -3.402 0.212
C -0.663 1.521 -1.344 -0.673
C 0.520 1.229 -0.489 -0.143
C 0.638 1.993 0.735 -0.049
C 1.846 2.177 1.544 -0.340
C 1.596 3.207 2.524 -0.240
C 0.236 3.679 2.349 -0.245
C -0.351 2.943 1.264 -0.259
Fe 1.301 3.846 0.667 0.026
C 0.898 4.571 -1.130 -0.257
C 2.200 3.922 -1.111 -0.326
C 2.999 4.559 -0.078 -0.265
C 2.192 5.598 0.538 -0.267
C 0.891 5.601 -0.109 -0.255
H -0.819 0.788 -2.137 0.225
H -1.530 1.515 -0.663 0.208
H -0.681 2.528 -1.809 0.210
H 1.484 1.035 -0.974 0.174
H 2.739 1.579 1.430 0.224
H 2.285 3.529 3.304 0.232
H -0.276 4.403 2.979 0.228
H -1.374 2.988 0.919 0.231
H 0.114 4.394 -1.859 0.228
H 2.557 3.182 -1.819 0.236
H 4.049 4.356 0.120 0.236
H 2.534 6.307 1.290 0.227
H 0.083 6.301 0.079 0.225
```

Values from the calculation:
- Orbital gap (alpha / beta): 0.06878 / 0.23935 hartree
- F_max: 4.62 eV Å⁻¹
- Expectation value of S²: 6.0720
- Spin multiplicity: 5
- Net charge: -1
- LUMO level (alpha / beta): 2.70 / 0.86 eV

# C29H23N2O4S4Tl

C29H23N2O4S4Tl as an isolated structure (the ωB97M-V functional and the def2-TZVPD basis, OMol25).

XYZ file:
```
63
Properties=species:S:1:pos:R:3:nbo_charge:R:1
Tl 0.128 0.119 0.468 1.141
C -4.090 0.047 -1.715 -0.685
C -2.937 -0.485 -0.891 0.362
N -2.241 0.328 -0.163 -0.334
N -2.784 1.607 -0.109 -0.385
C -1.994 2.590 0.118 -0.056
S -0.289 2.669 0.329 -0.200
S -2.873 4.166 0.201 0.191
C -2.231 4.882 -1.352 -0.562
C -2.647 4.110 -2.571 0.052
C -1.768 3.202 -3.153 -0.232
C -2.158 2.457 -4.259 -0.188
C -3.426 2.618 -4.796 -0.239
C -4.311 3.522 -4.218 -0.231
C -3.923 4.258 -3.110 -0.250
C -2.667 -1.929 -0.964 -0.263
C -3.684 -2.749 -1.493 -0.101
C -3.575 -4.114 -1.627 -0.343
C -2.375 -4.725 -1.240 -0.199
C -1.361 -3.974 -0.715 -0.277
C -1.467 -2.563 -0.512 0.432
O -0.473 -1.993 0.059 -0.741
H -3.968 1.107 -1.902 0.258
H -5.037 -0.092 -1.187 0.217
H -4.142 -0.482 -2.664 0.215
H -1.144 4.925 -1.276 0.239
H -2.616 5.903 -1.375 0.213
H -0.774 3.045 -2.752 0.267
H -1.453 1.751 -4.675 0.237
H -3.733 2.032 -5.654 0.196
H -5.308 3.646 -4.627 0.193
H -4.621 4.946 -2.644 0.196
H -4.615 -2.291 -1.796 0.186
H -4.396 -4.694 -2.028 0.187
H -2.246 -5.796 -1.357 0.188
H -0.421 -4.418 -0.412 0.215
S 2.604 -0.171 0.738 -0.228
C 2.674 -0.684 2.426 -0.192
C 3.939 -1.096 2.864 -0.217
C 4.181 -1.513 4.160 -0.261
C 3.129 -1.536 5.068 -0.272
C 1.870 -1.144 4.653 -0.176
C 1.601 -0.709 3.347 -0.188
S -0.059 -0.235 3.012 -0.268
H 4.749 -1.081 2.145 0.204
H 5.178 -1.819 4.454 0.187
H 3.285 -1.862 6.090 0.186
H 1.043 -1.166 5.352 0.194
O 1.469 -2.214 -2.282 -0.703
C 2.561 -1.471 -2.537 0.431
C 3.795 -2.120 -2.599 -0.310
C 4.947 -1.400 -2.852 -0.200
C 4.890 -0.026 -3.063 -0.288
C 3.658 0.608 -3.031 -0.145
C 2.488 -0.091 -2.767 -0.255
C 1.160 0.637 -2.772 0.783
O 1.047 1.628 -3.497 -0.710
O 0.240 0.155 -2.017 -0.800
H 0.746 -1.587 -2.048 0.523
H 3.822 -3.186 -2.413 0.206
H 5.903 -1.913 -2.873 0.189
H 5.795 0.541 -3.248 0.190
H 3.571 1.671 -3.217 0.222
```

Values from the calculation:
- Orbital gap: 0.22764 hartree
- F_max: 0.30 eV Å⁻¹
- Net charge: -2
- LUMO level: 4.27 eV

# C20H19F6N2O7P3ScTe

C20H19F6N2O7P3ScTe as an isolated structure (the ωB97M-V functional and the def2-TZVPD basis, OMol25).

XYZ file:
```
59
Properties=species:S:1:pos:R:3:nbo_charge:R:1
Sc -0.233 1.245 0.047 1.724
O 1.910 1.009 3.838 -1.010
P 1.143 1.976 2.796 2.579
O 0.477 3.104 3.429 -1.096
O 0.316 1.000 1.953 -1.209
O 2.305 2.496 1.817 -1.104
P 2.861 2.095 0.343 2.581
O 3.980 0.968 0.651 -1.011
O 3.383 3.265 -0.334 -1.089
O 1.726 1.303 -0.324 -1.186
H 2.024 1.448 4.690 0.515
H 4.863 1.355 0.657 0.513
C 0.064 -1.536 -5.304 -0.214
C 0.104 -1.822 -3.962 -0.198
C 0.004 -0.785 -3.028 -0.230
C -0.119 0.518 -3.443 0.182
C -0.153 0.805 -4.792 -0.226
C -0.065 -0.235 -5.724 -0.193
N -0.209 1.543 -2.395 -0.246
N -0.190 2.670 -2.801 -0.099
C -0.244 3.693 -1.820 0.101
C -0.160 4.969 -2.327 -0.186
C -0.153 6.060 -1.441 -0.229
C -0.237 5.822 -0.101 -0.184
C -0.341 4.536 0.402 -0.208
C -0.342 3.421 -0.449 -0.479
H 0.129 -2.334 -6.033 0.216
H 0.206 -2.849 -3.626 0.204
H 0.035 -1.004 -1.968 0.190
H -0.254 1.833 -5.104 0.242
H -0.100 -0.016 -6.784 0.219
H -0.087 5.086 -3.401 0.215
H -0.074 7.078 -1.801 0.211
H -0.214 6.662 0.584 0.210
H -0.383 4.399 1.477 0.234
C 0.961 -4.115 0.711 -0.727
Te 1.391 -2.037 0.842 1.270
C -0.041 -2.041 2.402 -0.676
C -0.172 -3.478 2.846 -0.093
C -0.783 -3.801 4.048 -0.177
C -0.904 -5.124 4.435 -0.188
C -0.411 -6.136 3.616 -0.191
C 0.197 -5.817 2.415 -0.222
C 0.317 -4.490 2.026 0.021
H 1.889 -4.665 0.545 0.257
H 0.291 -4.305 -0.133 0.266
H -0.993 -1.643 2.023 0.294
H 0.319 -1.384 3.197 0.288
H -1.162 -3.010 4.684 0.228
H -1.375 -5.369 5.376 0.227
H -0.496 -7.170 3.919 0.226
H 0.585 -6.601 1.777 0.219
F -1.564 -0.422 -0.304 -0.608
P -3.183 0.189 -0.067 2.620
F -3.231 -0.670 1.282 -0.563
F -2.381 1.399 0.772 -0.557
F -2.916 1.062 -1.388 -0.551
F -4.571 0.864 0.187 -0.548
F -3.736 -1.009 -0.931 -0.555
```

Values from the calculation:
- Orbital gap (alpha / beta): 0.25995 / 0.14148 hartree
- F_max: 3.73 eV Å⁻¹
- Expectation value of S²: 0.7540
- Spin multiplicity: 2
- Net charge: 0
- LUMO level (alpha / beta): -1.40 / -4.62 eV

# C4H10O2

A 3-piece molecular cluster, C4H10O2 overall (the ωB97M-V functional and the def2-TZVPD basis, OMol25).

XYZ file:
```
16
Properties=species:S:1:pos:R:3:nbo_charge:R:1
C -0.287 2.151 1.241 -0.358
C 0.276 1.092 0.672 -0.222
C 1.695 0.684 0.761 -0.215
C 2.176 -0.507 0.482 -0.388
H 0.205 2.933 1.819 0.202
H -1.369 2.297 1.179 0.206
H -0.256 0.372 0.006 0.186
H 2.410 1.513 0.845 0.211
H 3.185 -0.843 0.463 0.206
H 1.684 -1.458 0.244 0.172
H -0.296 -1.247 -0.172 0.464
H -0.730 -2.517 -0.757 0.478
O -1.076 -1.628 -0.604 -0.936
H -1.727 -0.783 -2.088 0.495
H -3.292 -1.034 -1.718 0.476
O -2.598 -1.026 -2.372 -0.978
```

Values from the calculation:
- Orbital gap: 0.37504 hartree
- F_max: 2.98 eV Å⁻¹
- Net charge: 0
- LUMO level: 0.65 eV